{
  "formula": "C5H6O3PbS",
  "method": "ωB97M-V/def2-TZVPD",
  "species": ["O", "H", "H", "S", "C", "H", "C", "C", "H", "H", "C", "H", "C", "O", "Pb", "O"],
  "xyz": [[-2.856, 0.049, -4.088], [-2.227, -1.844, 1.599], [1.248, 0.010, 2.687], [-0.149, -0.812, 0.908], [0.897, 0.443, 1.729], [1.763, 0.575, 1.062], [3.005, -1.405, -2.968], [-1.427, -1.324, 2.143], [-1.867, -0.497, 2.718], [-0.958, -2.041, 2.839], [0.473, 2.745, -1.660], [0.383, 1.408, 1.883], [-1.989, 0.242, -3.353], [3.842, -2.183, -3.029], [-1.059, 0.864, -1.070], [0.922, 3.771, -1.398]],
  "lowdin_charge": [0.18, 0.06, 0.08, 0.65, -0.36, 0.05, -0.01, -0.30, 0.07, 0.08, -0.07, 0.05, -0.07, 0.04, 1.37, 0.18],
  "e_homo_ev": -17.676,
  "gap_ev": 7.26,
  "lumo_ev": -10.4,
  "total_charge": 2,
  "relative_energy_kcal_mol": 0.0
}